[1]
{"formula": "C3H9NO3", "method": "ωB97M-V/def2-TZVPD", "symbols": ["H", "O", "O", "H", "H", "C", "O", "C", "H", "N", "H", "H", "C", "H", "H", "H"], "positions_angstrom": [[-0.391, -1.746, 0.312], [-1.394, -1.615, 1.240], [0.738, -1.830, 0.043], [-0.781, -0.842, 1.341], [-1.332, -2.316, 1.901], [1.194, -0.905, -0.778], [2.218, -0.959, -1.407], [0.035, 0.059, -1.146], [0.517, 0.735, -1.879], [-0.598, 0.820, -0.072], [-1.409, 1.311, -0.479], [-0.717, -0.527, -1.681], [0.300, 1.785, 0.543], [-0.235, 2.368, 1.304], [1.141, 1.211, 0.998], [0.713, 2.449, -0.239]], "lumo_ev": 0.4764, "de_lowest_kj_mol": 180.65, "smiles": "CNCC(=O)O.O", "orbital_gap_ev": 10.088}

---

[2]
{"formula": "C3H7NO2", "method": "ωB97M-V/def2-TZVPD", "symbols": ["C", "C", "C", "H", "H", "H", "H", "H", "H", "H", "N", "O", "O"], "positions_angstrom": [[-1.574, -0.895, -0.612], [-0.997, -0.378, 0.759], [0.006, 0.679, 0.274], [-2.088, -0.072, -1.112], [-0.775, -1.429, -1.159], [-2.385, -1.507, -0.308], [-1.786, -0.137, 1.508], [-0.573, -1.307, 1.320], [1.667, 0.862, -0.993], [2.125, -1.117, 0.744], [1.327, 0.378, -0.083], [-0.437, 1.691, -0.138], [1.676, -0.988, -0.105]], "lumo_ev": 0.8055, "de_lowest_kj_mol": 300.68, "smiles": "CCC(=O)NO", "orbital_gap_ev": 10.484}

---

[3]
{"formula": "C2H4NO2P", "method": "ωB97M-V/def2-TZVPD", "symbols": ["C", "C", "N", "O", "O", "P", "H", "H", "H", "H"], "positions_angstrom": [[-0.122, 0.763, -0.134], [-1.443, 0.164, 0.152], [0.903, -0.282, -0.434], [0.186, 1.912, 0.060], [3.059, -1.208, 0.364], [2.521, 0.069, -0.054], [-2.143, 0.975, 0.416], [-1.958, -0.487, -0.638], [-1.431, -0.684, 0.820], [0.428, -1.224, -0.552]], "lumo_ev": -0.1750, "de_lowest_kj_mol": 35.07, "smiles": "CC(=O)NP=O", "orbital_gap_ev": 9.879}

---

Number 3 is which compound?
C2H4NO2P

---

Number 3 is which compound?
C2H4NO2P